Molecular formula: C17H11F3N4OS2
Method: DFT, ωB97M-V with the def2-TZVPD basis set

Geometry (Å):
1 C -3.654 -3.062 0.699
2 C -3.215 -1.687 0.183
3 N -2.052 -1.433 -0.462
4 C -1.759 -0.369 -0.866
5 C -2.564 0.651 -0.810
6 C -3.875 0.575 0.037
7 C -4.307 -0.718 0.585
8 H -5.181 -0.705 0.801
9 C -4.746 1.897 0.109
10 F -4.989 2.422 -0.960
11 F -5.902 1.767 0.840
12 F -4.194 2.896 0.860
13 C -2.097 1.900 -1.215
14 N -1.690 3.175 -1.432
15 S -0.262 -0.255 -1.738
16 C 0.192 -2.019 -1.361
17 C 0.535 -2.583 -0.005
18 O -0.133 -3.396 0.527
19 N 1.517 -1.611 0.624
20 C 2.288 -0.682 0.522
21 N 2.799 -0.049 1.259
22 C 3.654 0.939 1.044
23 C 4.500 1.850 1.721
24 C 5.344 2.623 1.215
25 C 5.587 2.708 -0.581
26 C 4.956 1.683 -1.140
27 C 3.980 0.632 -0.511
28 S 2.969 -0.222 -1.256
29 H 4.929 1.593 -2.088
30 H 6.334 3.167 -0.729
31 H 5.993 3.381 1.582
32 H 4.324 1.729 2.605
33 H 1.440 -1.931 1.693
34 H 1.144 -2.198 -2.111
35 H -0.565 -2.671 -1.898
36 H -4.192 -2.855 1.600
37 H -4.318 -3.525 -0.304
38 H -2.789 -3.620 0.959

Calculated values
E_LUMO = -0.045 Eh
Max |F| = 19.3 eV/Å
Orbital gap = 0.2172 hartree
SMILES = Cc1cc(C(F)(F)F)c(C#N)c(SCC(=O)Nc2nc3ccccc3s2)n1
E_HOMO = -7.1 eV
Relative energy (zero: lowest compared OMol25 entry of this formula, charge and spin) = 1774.7 kJ/mol
Charge = 0
Calculated total energy = -2044.047755 a.u.

Here are the Löwdin charges for atoms 1 to 8, given in e:
1 C -0.020
2 C -0.171
3 N 0.099
4 C -0.714
5 C -0.203
6 C 0.112
7 C 0.127
8 H 0.006

Molecular formula: CH4F5N4
Method: DFT, ωB97M-V with the def2-TZVPD basis set

Geometry (Å):
1 C -0.083 -0.030 0.182
2 N 0.258 0.737 1.327
3 N -0.993 0.841 -0.677
4 N -0.741 -1.170 0.544
5 N 1.334 -0.148 -0.795
6 F 0.469 2.068 1.082
7 F -2.103 1.103 0.015
8 F -1.431 0.160 -1.703
9 F -0.188 -1.985 1.555
10 F -0.828 -2.085 -0.508
11 H -0.654 0.684 1.928
12 H 1.409 -0.792 -1.660
13 H 1.443 0.836 -1.144
14 H 2.106 -0.218 -0.145

Calculated values
E_LUMO = -0.175 Eh
Max |F| = 4.5 eV/Å
Orbital gap = 0.4066 hartree
SMILES = [NH3+]C(NF)(N(F)F)N(F)F
E_HOMO = -15.8 eV
Relative energy (zero: lowest compared OMol25 entry of this formula, charge and spin) = 120.2 kJ/mol
Charge = +1
Calculated total energy = -758.174392 a.u.

Here are the Löwdin charges for atoms 1 to 8, given in e:
1 C -0.364
2 N 0.064
3 N -0.083
4 N 0.009
5 N 0.290
6 F 0.015
7 F 0.096
8 F 0.087

Molecular formula: C21H43FNO7S3
Method: DFT, ωB97M-V with the def2-TZVPD basis set

Geometry (Å):
1 C -4.115 -4.011 6.638
2 C -5.079 -4.816 5.690
3 C -5.869 -3.929 4.641
4 O -5.322 -2.618 4.411
5 C -4.150 -2.644 3.625
6 C -3.112 -1.704 4.337
7 C -1.958 -1.531 3.268
8 C -0.774 -2.560 3.218
9 C -1.093 -3.987 3.757
10 F 0.231 -2.028 4.048
11 C -2.873 -1.350 1.967
12 N -4.190 -2.052 2.249
13 H -4.480 -2.997 6.919
14 H -3.982 -4.603 7.577
15 H -3.089 -3.896 6.204
16 H -5.801 -5.364 6.342
17 H -4.454 -5.534 5.092
18 H -5.931 -4.494 3.670
19 H -6.922 -3.850 5.012
20 H -3.917 -3.724 3.478
21 H -2.873 -1.865 5.405
22 H -3.630 -0.702 4.277
23 H -1.456 -0.586 3.583
24 H -0.396 -2.589 2.167
25 H -0.211 -4.649 3.545
26 H -1.971 -4.481 3.279
27 H -1.238 -3.996 4.867
28 H -2.974 -0.236 1.943
29 H -2.259 -1.717 1.096
30 H -4.957 -1.384 2.083
31 H -4.262 -2.674 1.435
32 C 0.043 2.084 0.255
33 C 0.954 1.998 -0.971
34 C 0.844 0.575 -1.527
35 S -0.785 -0.014 -1.077
36 O -0.643 -1.115 -0.141
37 O -1.603 -0.119 -2.263
38 C -1.274 1.442 -0.164
39 H -0.100 3.114 0.581
40 H 0.485 1.525 1.085
41 H 0.617 2.715 -1.724
42 H 1.986 2.245 -0.725
43 H 0.946 0.556 -2.610
44 H 1.580 -0.089 -1.073
45 H -1.901 1.158 0.679
46 H -1.829 2.090 -0.844
47 C 5.391 -1.457 -2.142
48 C 6.127 -1.176 -3.455
49 C 5.607 0.160 -3.996
50 S 5.088 1.109 -2.568
51 O 3.655 1.297 -2.635
52 O 5.994 2.213 -2.371
53 C 5.437 -0.154 -1.354
54 H 5.850 -2.276 -1.588
55 H 4.353 -1.731 -2.353
56 H 7.200 -1.102 -3.262
57 H 5.980 -1.977 -4.180
58 H 6.382 0.709 -4.528
59 H 4.740 0.021 -4.641
60 H 4.702 -0.109 -0.552
61 H 6.436 0.033 -0.959
62 C 1.258 4.564 -6.071
63 C 1.719 6.022 -5.980
64 C 1.233 6.574 -4.637
65 S 1.132 5.171 -3.527
66 O -0.255 4.959 -3.175
67 O 2.169 5.275 -2.528
68 C 1.605 3.936 -4.727
69 H 1.741 4.038 -6.895
70 H 0.177 4.528 -6.234
71 H 2.811 6.062 -6.022
72 H 1.338 6.618 -6.811
73 H 1.926 7.306 -4.226
74 H 0.237 7.010 -4.719
75 H 1.069 3.008 -4.534
76 H 2.680 3.776 -4.632

Calculated values
E_LUMO = -0.105 Eh
Max |F| = 3.6 eV/Å
Orbital gap = 0.3300 hartree
E_HOMO = -11.8 eV
Charge = +1
Calculated total energy = -2701.513226 a.u.

Here are the Löwdin charges for atoms 1 to 8, given in e:
1 C -0.100
2 C -0.191
3 C -0.186
4 O -0.098
5 C -0.290
6 C -0.038
7 C -0.193
8 C -0.306